(1)
{
  "formula": "C18H8Br2ClIMnN2O2",
  "method": "the ωB97M-V functional and the def2-TZVPD basis",
  "e_above_lowest_kj_mol": 53.5,
  "energy_ev": -217895.1473,
  "charge": 1,
  "gap_ev": [6.859, 6.875],
  "fmax_ev_per_a": 0.44,
  "e_homo_ev": [-11.21, -11.38],
  "multiplicity": 5,
  "lumo_ev": [-4.3, -4.5],
  "symbols": ["Mn", "Cl", "C", "C", "C", "I", "C", "O", "C", "N", "C", "C", "C", "C", "H", "H", "H", "H", "Br", "C", "C", "C", "Br", "C", "C", "C", "C", "N", "C", "C", "O", "H", "H", "H", "H"],
  "positions_angstrom": [[0.46507, -0.45896, 0.00000], [4.75125, 4.85053, 0.00002], [4.03554, 3.28025, 0.00003], [4.82610, 2.16865, 0.00005], [4.26850, 0.86804, 0.00005], [5.49051, -0.80198, 0.00007], [2.90899, 0.71247, 0.00003], [2.26769, -0.46514, 0.00003], [2.09246, 1.85665, 0.00001], [0.74091, 1.60082, -0.00003], [-0.08417, 2.63683, -0.00009], [0.35774, 3.95947, -0.00009], [1.70447, 4.22361, -0.00004], [2.62033, 3.15812, 0.00000], [5.90127, 2.28211, 0.00006], [-1.14192, 2.43136, -0.00011], [-0.37030, 4.75716, -0.00013], [2.06953, 5.24194, -0.00004], [0.63759, -5.37509, -0.00010], [-0.86445, -4.26061, -0.00005], [-2.16260, -4.82112, -0.00005], [-3.27466, -4.03184, -0.00002], [-4.98027, -4.82945, 0.00001], [-3.15302, -2.61614, 0.00001], [-4.21378, -1.69436, 0.00004], [-3.94610, -0.34832, 0.00009], [-2.62288, 0.09058, 0.00008], [-1.58982, -0.73830, 0.00003], [-1.85008, -2.08876, 0.00000], [-0.70352, -2.90199, -0.00002], [0.47300, -2.26362, -0.00002], [-2.26308, -5.89740, -0.00006], [-5.23419, -2.05367, 0.00004], [-4.74270, 0.38084, 0.00011], [-2.41342, 1.14736, 0.00012]],
  "atomic_forces_ev_per_a": [[-0.2985, 0.3270, -0.0001], [-0.0118, -0.0093, 0.0000], [0.0019, 0.0173, 0.0001], [0.0196, -0.0260, -0.0002], [0.1036, -0.0748, -0.0003], [-0.0082, 0.0521, 0.0000], [-0.1674, -0.0726, 0.0003], [0.3682, 0.0285, 0.0000], [-0.0993, 0.0147, 0.0006], [-0.0020, -0.0932, 0.0001], [0.0293, 0.0015, 0.0000], [-0.0249, 0.0092, 0.0001], [0.0349, 0.0067, 0.0002], [-0.0116, 0.0446, -0.0007], [-0.0017, -0.0090, 0.0000], [0.0001, 0.0205, 0.0001], [0.0024, -0.0050, 0.0000], [0.0016, -0.0053, 0.0000], [-0.0366, 0.0023, 0.0000], [0.0342, -0.1031, -0.0005], [0.0339, -0.0137, -0.0001], [-0.0297, 0.0025, -0.0002], [0.0004, 0.0048, 0.0000], [-0.0154, 0.0090, -0.0007], [-0.0124, -0.0276, 0.0001], [-0.0123, 0.0241, -0.0003], [-0.0014, -0.0438, 0.0002], [0.0448, 0.0247, 0.0000], [-0.0151, 0.0883, 0.0009], [0.0914, 0.1818, 0.0005], [-0.0223, -0.3732, 0.0001], [0.0140, 0.0014, 0.0000], [0.0054, -0.0075, 0.0000], [0.0048, 0.0006, -0.0001], [-0.0197, 0.0029, 0.0001]],
  "mulliken_spin": [3.853, 0.003, 0.020, -0.013, 0.022, 0.003, -0.078, 0.072, -0.014, 0.035, 0.022, -0.002, 0.016, -0.001, -0.001, -0.008, -0.001, 0.001, 0.003, 0.015, -0.013, 0.022, 0.002, -0.002, 0.016, -0.003, 0.023, 0.040, 0.003, -0.090, 0.063, -0.001, 0.001, -0.001, -0.008]
}

(2)
{
  "formula": "C18H9F6N2O2S",
  "method": "the ωB97M-V functional and the def2-TZVPD basis",
  "e_above_lowest_kj_mol": 0.0,
  "energy_ev": -53028.4721,
  "charge": -1,
  "gap_ev": 4.497,
  "fmax_ev_per_a": 3.63,
  "e_homo_ev": -2.89,
  "multiplicity": 1,
  "lumo_ev": 1.6,
  "symbols": ["F", "C", "F", "F", "C", "C", "C", "C", "C", "C", "N", "C", "C", "H", "H", "H", "H", "H", "F", "C", "F", "F", "S", "N", "C", "O", "C", "C", "C", "C", "C", "C", "C", "O", "H", "H", "H", "H"],
  "positions_angstrom": [[2.59207, 0.05292, -3.26830], [2.33876, -0.78701, -2.22466], [2.02407, -2.01908, -2.76566], [3.49664, -0.97612, -1.51519], [1.21326, -0.28764, -1.35422], [0.59181, -1.21977, -0.53251], [-0.53090, -0.85852, 0.16552], [-1.02391, 0.47559, 0.17813], [-2.25901, 0.78012, 0.89564], [-3.03930, 1.91669, 0.76552], [-3.89256, 2.73451, 0.67987], [-0.30990, 1.42890, -0.60279], [0.73288, 1.01371, -1.44832], [0.99453, -2.23412, -0.43656], [-1.02677, -1.65544, 0.70475], [-2.77007, -0.02111, 1.37245], [-0.60576, 2.48131, -0.51281], [1.21308, 1.73835, -2.11015], [-4.41652, 1.20972, 7.72851], [-4.03976, 0.25840, 6.81579], [-2.97154, -0.41413, 7.31362], [-5.06463, -0.60685, 6.63872], [-3.58620, 1.22662, 5.23174], [-3.66903, -0.05236, 4.05672], [-4.82765, -0.76449, 3.61835], [-5.97914, -0.45923, 3.85825], [-4.23982, -1.92988, 2.90271], [-2.86065, -1.83306, 2.89940], [-2.04206, -2.78994, 2.34895], [-2.62614, -3.98282, 1.91544], [-4.02592, -4.11347, 1.89594], [-4.83639, -3.06498, 2.37180], [-2.48255, -0.52400, 3.47906], [-1.45056, 0.13538, 3.29529], [-0.95950, -2.62777, 2.39646], [-1.97213, -4.77565, 1.55983], [-4.49211, -5.03915, 1.55596], [-5.91251, -3.09089, 2.37685]],
  "atomic_forces_ev_per_a": [[0.3527, -0.6592, 0.5785], [-1.0985, 0.1567, 0.4357], [0.6469, 0.7512, 0.1355], [-0.2793, 0.0729, -0.8046], [0.8935, -0.4037, -1.2210], [-0.0876, -0.0220, 0.2862], [0.1941, -0.2164, 0.1608], [-1.7627, 0.4624, 0.4857], [1.8955, -0.0406, -1.5049], [-1.9960, 1.2857, -0.4869], [1.7460, -0.9851, 0.2582], [0.3823, -0.2612, -0.2800], [-0.4795, 0.7473, 1.0746], [-0.2292, 0.3318, -0.2110], [-0.1167, 0.4875, -0.0634], [-0.1456, -0.3437, -0.1621], [0.0643, -0.4519, -0.3912], [-0.1158, -0.2616, 0.2166], [0.4305, -1.0891, -0.7718], [0.1380, 0.7357, -0.7484], [-1.0614, 0.3277, -0.1929], [1.1014, 0.6798, 0.3439], [-1.0167, -1.4182, 0.0051], [-0.2103, 1.4176, 1.5233], [-0.8684, 0.6381, 0.6009], [1.5695, -0.5679, -0.3908], [-0.0086, -0.9673, -0.2521], [0.1778, 0.4576, -0.1648], [0.3964, -0.5898, 0.6915], [-0.2389, 0.3680, -0.2227], [0.0304, 0.4479, 0.3458], [0.1796, 0.0525, 0.0605], [2.7592, 1.2744, -0.7895], [-2.4192, -2.1259, 1.6740], [-0.4805, -0.2603, -0.1183], [-0.2824, 0.0294, 0.0230], [0.1688, 0.3013, 0.0004], [-0.2297, -0.3615, -0.1239]],
  "lowdin_charge": [0.098, -0.526, 0.077, 0.095, -0.190, -0.054, -0.050, -0.219, -0.156, -0.344, 0.039, -0.036, -0.040, 0.118, 0.062, 0.049, 0.105, 0.108, 0.051, -0.761, 0.075, 0.095, 1.106, -0.241, -0.367, 0.111, -0.085, -0.119, -0.025, -0.049, -0.053, 0.010, -0.431, 0.091, 0.131, 0.107, 0.102, 0.116]
}